(1)
Here is a cluster of 2 separate species, BrH2OPS in total in a non-equilibrium geometry from the OMol25 dataset. Energies are from wB97M-V/def2-TZVPD.

Properties
LUMO level (alpha / beta) ... -1.513 / -1.565 eV
Energy relative to the best compared isomer or geometry (same formula, charge and spin) ... 69.9 kcal/mol

Structure (ORCA input):
```
! RIJCOSX wB97M-V def2-TZVPD def2/J DEFGRID3
* xyz 0 1
H 0.634 -2.356 -0.166
O 1.027 -1.542 -0.655
H 1.057 2.262 0.542
Br -2.402 -0.286 -0.044
P -0.384 0.153 0.707
S 0.068 1.768 -0.384
*
```

Atom charges from the Mulliken analysis, given in e for atoms 1 to 2: atom 1 (H): 0.27, atom 2 (O): -0.70

***

(2)
Here is a cluster of 2 separate species, C4H13NS in total from the OMol25 dataset. Energies are from wB97M-V/def2-TZVPD.

Properties
LUMO level ... 0.968 eV
Structure (SMILES) ... CCCS.CN
Energy relative to the best compared isomer or geometry (same formula, charge and spin) ... 1.9 kcal/mol

Structure (ORCA input):
```
! RIJCOSX wB97M-V def2-TZVPD def2/J DEFGRID3
* xyz 0 1
H -0.661 -0.653 -0.871
H 0.693 -0.690 0.818
H -1.848 0.627 2.510
H 1.653 -0.396 -2.063
H -2.297 -0.847 -1.476
H 1.820 1.273 -0.313
H -2.362 -1.230 0.932
C -1.271 0.472 1.599
H 3.384 1.002 -1.099
N 1.975 -0.637 -1.130
C -2.185 -0.208 0.591
C 2.599 0.534 -0.498
H 2.663 -1.365 -1.289
H -3.155 0.296 0.608
H 3.012 0.233 0.461
H -1.622 0.778 -1.271
C -1.664 -0.223 -0.842
S 0.232 -0.438 2.054
H -0.967 1.470 1.277
*
```

Atom charges from the Mulliken analysis, given in e for atoms 1 to 2: atom 1 (H): 0.18, atom 2 (H): 0.06

***

(3)
Here is the molecule C7H13N in a non-equilibrium geometry from the OMol25 dataset. Energies are from wB97M-V/def2-TZVPD.

Properties
LUMO level ... 1.048 eV
Structure (SMILES) ... C=C[C@@]1(CC)N[C@@H]1C
Energy relative to the best compared isomer or geometry (same formula, charge and spin) ... 40.6 kcal/mol

Structure (ORCA input):
```
! RIJCOSX wB97M-V def2-TZVPD def2/J DEFGRID3
* xyz 0 1
C 0.268 0.271 0.060
C -0.478 0.018 1.342
H 0.390 -2.222 -2.354
C 0.265 2.728 -0.501
C 0.879 -0.763 -0.857
C -0.129 -1.442 -1.804
H 1.422 -1.454 -0.242
H -0.175 3.502 -1.143
H -0.808 1.297 -1.530
H -0.959 -1.936 -1.252
H 0.939 3.021 0.377
H -0.056 -2.116 1.553
H -1.185 0.785 1.568
H -0.595 -1.343 3.018
H -0.531 -0.667 -2.512
H 1.662 -0.289 -1.528
C -0.159 1.478 -0.681
C -0.728 -1.338 1.928
H -1.779 -1.601 1.597
N 0.922 0.522 1.379
H 0.835 1.551 1.582
*
```

Atom charges from the Mulliken analysis, given in e for atoms 1 to 2: atom 1 (C): 1.27, atom 2 (C): 0.01

***

(4)
Here is a structure of composition C24H21Br4F6N3O6S2SbTi in a non-equilibrium geometry from the OMol25 dataset. Energies are from wB97M-V/def2-TZVPD.

Properties
LUMO level (alpha / beta) ... 2.260 / 1.668 eV
⟨S²⟩ ... 1.2469
Energy relative to the best compared isomer or geometry (same formula, charge and spin) ... 77.3 kcal/mol

Structure (ORCA input):
```
! RIJCOSX wB97M-V def2-TZVPD def2/J DEFGRID3
* xyz -2 2
H -0.100 5.859 0.702
O 2.162 5.859 -1.749
H -2.083 2.443 2.376
H 2.938 -1.143 -1.761
H -2.170 -4.859 3.609
S 2.851 5.286 -2.912
F 2.441 -0.896 1.026
Br 0.087 -3.521 -6.293
O 0.147 -0.138 0.444
C -3.076 -2.977 3.046
H 1.655 2.858 -3.955
H -1.528 -3.460 4.489
C -2.675 -0.717 4.036
F 0.552 -2.089 2.201
H 0.936 1.923 -0.606
Br -4.042 -1.011 -3.273
S -2.828 -1.952 0.247
H -1.745 -0.152 4.052
H -2.691 -1.367 4.912
F 2.358 -3.118 0.061
C -0.600 2.041 0.886
C 0.343 2.584 0.015
C 3.370 0.862 -1.782
C 2.320 2.561 -3.154
H -3.440 -3.370 2.098
H 4.326 4.002 -0.864
H -3.901 -3.015 3.762
C 0.517 3.959 -0.058
H -3.848 0.855 3.156
C -1.849 -2.217 -4.637
H -3.869 0.862 4.927
C -2.338 -1.082 1.659
C 3.835 3.207 -1.412
H -1.074 -3.723 2.806
C -1.176 4.251 1.638
Ti 1.023 -1.868 0.440
C -2.275 -1.626 -3.479
F 1.562 -5.841 3.728
H -1.762 4.904 2.275
C 4.013 1.880 -1.066
H 4.652 1.604 -0.234
C -0.756 0.565 0.959
C -0.022 -1.828 -2.467
H 1.970 0.443 -3.349
H 4.055 -0.663 -0.610
O 0.858 -1.617 -1.577
Br 2.168 -3.005 -3.772
O 4.210 5.786 -3.069
N -1.788 0.102 1.633
Sb 1.886 -4.702 2.140
H -4.807 -0.349 4.029
C -0.502 -2.660 -4.730
N 3.636 -0.465 -1.502
C 3.028 3.550 -2.491
O -1.852 -0.841 -1.303
C 2.497 1.225 -2.812
C 0.369 -2.462 -3.687
Br -3.022 -2.435 -6.098
F 3.357 -5.838 1.568
C -0.242 4.787 0.758
F -0.103 -3.257 0.152
C -3.876 0.222 4.042
C -1.891 -3.808 3.521
H 1.224 4.398 -0.754
C -1.413 -1.416 -2.358
N -2.697 -1.581 2.859
C -1.362 2.880 1.698
O 2.059 5.311 -4.135
*
```

Atom charges from the Mulliken analysis, given in e for atoms 1 to 2: atom 1 (H): 0.44, atom 2 (O): -0.73

***

(5)
Here is a structure of composition C26H58BBr2IN2O11P from the OMol25 dataset. Energies are from wB97M-V/def2-TZVPD.

Properties
LUMO level ... -2.713 eV

Structure (ORCA input):
```
! RIJCOSX wB97M-V def2-TZVPD def2/J DEFGRID3
* xyz 1 1
H -1.373 5.995 -1.035
C -0.186 -0.872 -2.461
N 3.593 -0.894 -2.267
C -2.638 -4.389 -0.458
C 1.166 -1.217 -1.821
H -4.725 -4.992 -0.482
H -4.237 -1.675 -3.527
H -5.507 2.043 0.812
H -0.705 -6.029 -1.677
B 1.288 -4.629 -0.952
O 3.420 4.098 5.133
H -4.421 -3.466 -1.340
H 5.210 -0.473 -0.980
C 3.854 -4.349 -0.816
H 3.624 2.304 1.093
H -0.157 3.816 1.293
H 0.764 -5.803 -4.260
H -0.835 2.393 0.474
C 3.057 4.079 2.107
P -2.208 -1.522 -4.207
H 3.927 -3.504 -1.504
H 0.434 4.958 3.922
H 0.916 -4.148 -3.030
H 1.886 2.670 1.027
C -0.894 -3.399 -2.253
H -2.827 5.676 1.272
H -0.014 4.883 -1.290
C -2.054 3.164 2.035
H 3.313 4.616 1.189
C 2.197 4.803 5.069
H 1.183 -6.798 -2.875
H 0.541 1.606 2.332
H -2.956 2.655 1.687
O -1.921 -0.019 -4.534
H 3.645 0.060 -0.360
O 0.627 -4.772 0.215
H 1.110 -1.010 -0.753
H -1.662 -6.676 -2.946
H -5.007 4.542 3.088
C 2.273 -0.328 -2.421
H -2.431 -5.277 -1.044
O -2.226 -2.360 -5.377
C 1.381 1.012 2.712
H 1.124 3.342 3.897
C -5.725 2.884 1.470
H 4.671 5.079 6.478
I -3.490 -4.810 -3.597
C -0.854 -5.974 -2.758
H 4.509 5.851 4.884
C 0.365 -6.516 -3.535
C -1.082 3.383 0.894
H -4.411 -3.518 0.423
H -3.159 6.136 2.945
H -1.550 2.495 2.740
H 0.081 -7.412 -4.085
H -0.020 -0.117 -3.226
C -4.142 -4.071 -0.477
H 4.806 -4.880 -0.856
H 1.486 0.110 2.093
C 4.152 -0.732 -0.923
H -0.915 -0.490 -1.747
O -4.866 3.940 1.110
H 1.156 -5.105 0.954
H 2.773 -6.229 -0.691
C 2.691 -5.277 -1.228
H 2.371 5.884 5.051
H 3.919 4.130 2.775
N -0.815 -2.058 -3.169
O -3.360 -1.521 -3.129
Br -2.287 -4.936 1.369
H -2.640 -2.495 -1.362
H 4.205 -0.446 -2.935
H -0.222 5.686 0.284
C 4.555 4.890 5.405
H -0.995 -4.365 -4.191
H 4.066 -1.655 -0.347
H 5.429 4.342 5.054
H 3.730 -3.950 0.195
H -0.143 -2.332 -3.896
C -3.199 5.310 2.231
H -5.564 2.570 2.507
H 2.182 0.654 -1.921
H 1.598 4.575 5.960
O -1.607 4.193 -0.137
C -1.371 -4.571 -3.188
C 0.636 -3.674 -2.083
H -1.989 0.630 -3.819
H 2.818 -5.503 -2.290
C -0.753 5.236 -0.560
H -5.222 5.817 1.875
H 2.084 -0.177 -3.489
H 1.150 0.702 3.731
O -2.345 4.322 2.788
H -6.779 3.155 1.349
Br -1.136 -2.089 0.448
C -1.850 -3.149 -1.020
C -4.653 4.910 2.119
C 1.375 4.405 3.865
O 1.527 -2.544 -2.085
O 1.930 4.770 2.610
O 2.563 1.771 2.768
C 2.768 2.655 1.682
*
```

Atom charges from the Mulliken analysis, given in e for atoms 1 to 2: atom 1 (H): 0.28, atom 2 (C): -1.95

***

DFT total energy
In order: -3389.92211 -613.12592 -329.20683 -14324.60930 -7774.25811
Unit: Eh